(1)
{"formula": "C22H41N2O7PS", "method": "ωB97M-V/def2-TZVPD", "lumo_energy_ev": 0.19, "homo_lumo_gap_ev": 8.87, "energy_ev": -60911.830, "homo_energy_ev": -8.68, "smiles": "O=C(OCCC(=O)c1ccccc1)[PH2]=S.COCCNCCOC.COCCNCCOC", "symbols": ["O", "C", "O", "C", "C", "C", "O", "C", "C", "C", "C", "C", "C", "P", "S", "H", "H", "H", "H", "H", "H", "H", "H", "H", "H", "H", "C", "O", "C", "C", "N", "C", "C", "O", "C", "H", "H", "H", "H", "H", "H", "H", "H", "H", "H", "H", "H", "H", "H", "H", "C", "O", "C", "C", "N", "C", "C", "O", "C", "H", "H", "H", "H", "H", "H", "H", "H", "H", "H", "H", "H", "H", "H", "H"], "positions_angstrom": [[5.6163, 3.1288, 3.0795], [4.8394, 3.8601, 2.5730], [5.2034, 5.0790, 2.1293], [4.2671, 6.1503, 2.3372], [4.0880, 6.4828, 3.8106], [2.8532, 7.3304, 4.0517], [2.9070, 8.4254, 4.5312], [1.5520, 6.6615, 3.7261], [1.0731, 5.7060, 4.6214], [-0.1116, 5.0421, 4.3386], [-0.7978, 5.3372, 3.1713], [-0.3249, 6.2919, 2.2819], [0.8578, 6.9641, 2.5618], [3.1671, 3.1005, 2.1774], [3.2347, 1.7188, 0.8092], [4.6990, 7.0111, 1.8446], [3.3375, 5.9337, 1.8254], [3.9337, 5.5775, 4.3971], [4.9652, 6.9938, 4.1838], [1.6378, 5.4962, 5.5155], [-0.4720, 4.2953, 5.0240], [-1.7133, 4.8160, 2.9499], [-0.8487, 6.5220, 1.3703], [1.2602, 7.7117, 1.8984], [2.2088, 4.0887, 1.9191], [2.8030, 2.5491, 3.4129], [-2.4240, -1.9857, -0.8652], [-3.3510, -1.5287, 0.1017], [-3.4870, -2.3543, 1.2483], [-2.7915, -1.7881, 2.4696], [-1.3400, -1.8493, 2.3632], [-0.5851, -1.0493, 3.3263], [-0.8863, 0.4375, 3.4957], [-0.4563, 1.2742, 2.4403], [-1.2355, 1.2201, 1.2609], [-2.6294, -1.4530, -1.7923], [-1.3882, -1.7665, -0.5832], [-2.5252, -3.0579, -1.0481], [-3.1498, -3.3735, 1.0341], [-4.5566, -2.3992, 1.4694], [-3.1027, -2.3730, 3.3418], [-3.1661, -0.7662, 2.6083], [-1.0570, -1.5971, 1.4277], [0.4679, -1.1338, 3.0482], [-0.6892, -1.5239, 4.3084], [-0.3171, 0.7681, 4.3689], [-1.9423, 0.6287, 3.7284], [-2.3047, 1.1578, 1.4808], [-0.9363, 0.3850, 0.6244], [-1.0426, 2.1357, 0.7018], [-2.9417, -3.6065, -4.1956], [-2.0112, -4.2928, -3.3800], [-2.0551, -5.7102, -3.4922], [-0.9235, -6.2761, -4.3258], [-1.0659, -5.9756, -5.7441], [0.1170, -6.2028, -6.5754], [1.4599, -5.5841, -6.1952], [1.5734, -4.1904, -6.3958], [0.9262, -3.3797, -5.4360], [-3.0344, -2.5923, -3.8113], [-2.6032, -3.5398, -5.2348], [-3.9257, -4.0824, -4.1698], [-3.0307, -6.0381, -3.8645], [-1.9404, -6.1004, -2.4775], [-0.9210, -7.3638, -4.1984], [0.0128, -5.8933, -3.9019], [-1.3743, -5.0217, -5.8594], [-0.1306, -5.8437, -7.5769], [0.2610, -7.2856, -6.6583], [2.2021, -6.0260, -6.8636], [1.7691, -5.8489, -5.1758], [1.0415, -3.7769, -4.4241], [-0.1353, -3.2557, -5.6667], [1.3899, -2.3947, -5.4772]], "mulliken_charge": [-0.453, 0.541, -0.374, -0.663, -0.303, -0.298, -0.538, 0.424, -0.148, -0.638, -0.396, -0.731, -0.105, 0.360, -0.388, 0.288, 0.398, 0.400, 0.345, 0.463, 0.418, 0.421, 0.405, 0.479, -0.006, 0.063, -0.425, -0.366, -0.787, -0.176, -0.297, -0.956, -0.402, -0.313, -0.635, 0.098, 0.184, 0.293, 0.373, 0.386, 0.364, 0.136, 0.177, 0.402, 0.425, 0.339, 0.363, 0.318, 0.148, 0.345, -0.790, -0.117, -0.924, -0.146, -0.313, -0.771, -0.441, -0.432, -0.462, 0.179, 0.339, 0.359, 0.425, 0.343, 0.360, 0.141, 0.154, 0.385, 0.385, 0.342, 0.341, 0.255, 0.097, 0.330]}


(2)
{"formula": "C22H41N3O3S3", "method": "ωB97M-V/def2-TZVPD", "lumo_energy_ev": 0.47, "homo_lumo_gap_ev": 8.97, "energy_ev": -66593.762, "homo_energy_ev": -8.50, "e_above_lowest_kcal_mol": 0.0, "smiles": "C=CC[C@H](O[C@@](CCCCCCCSc1nnco1)(COCCC)CSCC)[C@@H](N)S", "symbols": ["C", "C", "C", "C", "O", "C", "C", "C", "C", "C", "C", "C", "C", "S", "C", "N", "N", "C", "O", "C", "O", "C", "C", "C", "C", "S", "C", "C", "C", "N", "S", "H", "H", "H", "H", "H", "H", "H", "H", "H", "H", "H", "H", "H", "H", "H", "H", "H", "H", "H", "H", "H", "H", "H", "H", "H", "H", "H", "H", "H", "H", "H", "H", "H", "H", "H", "H", "H", "H", "H", "H", "H"], "positions_angstrom": [[3.5391, -3.6695, 1.7152], [2.5027, -4.0749, 0.9980], [1.0738, -4.0445, 1.4746], [0.3604, -2.6466, 1.3641], [1.2930, -1.6066, 1.2336], [1.2501, -0.8012, 0.0534], [0.0402, 0.1371, -0.0734], [-1.2080, -0.3690, -0.8270], [-2.3537, -0.8961, 0.0632], [-3.7679, -0.4913, -0.4183], [-4.0114, -0.6335, -1.9272], [-4.5974, 0.6126, -2.6248], [-4.0021, 1.9508, -2.1696], [-5.3559, 2.8590, -1.3370], [-4.5716, 4.0404, -0.3168], [-4.9432, 4.1519, 0.8829], [-4.1975, 5.2095, 1.4227], [-3.4502, 5.6109, 0.5121], [-3.6133, 4.9341, -0.6487], [2.4690, 0.1127, 0.2222], [2.1353, 1.2020, 1.1048], [3.2927, 1.9582, 1.4038], [3.0318, 3.4659, 1.3316], [3.4648, 4.1984, 2.6092], [1.4757, -1.6068, -1.2497], [3.1962, -2.0818, -1.6020], [3.1640, -2.0630, -3.4213], [3.3760, -0.6288, -3.9451], [-0.3789, -2.4440, 2.7265], [-0.5529, -1.0171, 3.0553], [-1.9371, -3.3928, 2.8054], [4.5291, -3.9716, 1.4057], [3.4316, -3.0137, 2.5688], [2.6671, -4.4545, -0.0005], [1.0288, -4.4393, 2.4860], [0.5164, -4.7412, 0.8506], [-0.3417, -2.7367, 0.5411], [0.3952, 1.0142, -0.6098], [-0.2686, 0.4926, 0.9024], [-1.6161, 0.4889, -1.3619], [-1.0074, -1.1200, -1.5896], [-2.2430, -0.5314, 1.0790], [-2.3216, -1.9821, 0.0237], [-3.9814, 0.5049, -0.0310], [-4.4571, -1.1597, 0.0950], [-3.1370, -0.9557, -2.4872], [-4.7498, -1.4227, -2.0551], [-5.6819, 0.6338, -2.5231], [-4.3845, 0.5153, -3.6868], [-3.1666, 1.8559, -1.4832], [-3.6595, 2.5438, -3.0095], [-2.7544, 6.4218, 0.5752], [2.7595, 0.5571, -0.7297], [3.2898, -0.4262, 0.6886], [3.6707, 1.7081, 2.4007], [4.1116, 1.7271, 0.7206], [3.6456, 3.8815, 0.5313], [2.0026, 3.7110, 1.0846], [4.5414, 4.3399, 2.6465], [3.0124, 5.1865, 2.6630], [3.1316, 3.6184, 3.4687], [1.1769, -0.9288, -2.0498], [0.8132, -2.4684, -1.3210], [2.1657, -2.3677, -3.7287], [3.8900, -2.7565, -3.8270], [4.1212, -0.1529, -3.3122], [3.6773, -0.6268, -4.9885], [2.4652, -0.0488, -3.8246], [0.2527, -2.8560, 3.5067], [0.0671, -0.7878, 3.8200], [-1.4934, -0.8419, 3.3847], [-2.8221, -2.3865, 2.7582]], "mulliken_charge": [-0.718, -0.265, -0.867, 0.618, -0.381, 1.850, -1.646, -0.263, -0.205, -1.202, -0.685, -0.865, -0.343, -0.222, 0.617, -0.339, -0.356, -0.020, -0.311, -2.294, -0.319, -0.608, -0.424, -1.245, -1.525, -0.046, -0.444, -1.043, -0.718, -0.469, -0.174, 0.267, 0.269, 0.435, 0.469, 0.308, -0.070, 0.551, 0.454, 0.247, 0.222, -0.021, 0.274, 0.462, 0.509, 0.298, 0.477, 0.426, 0.236, -0.024, 0.674, 0.430, 0.702, 0.775, 0.410, 0.350, 0.254, 0.331, 0.299, 0.359, 0.376, 0.857, 0.538, 0.260, 0.443, 0.264, 0.396, 0.253, 0.623, 0.182, 0.243, 0.103]}